*one*
C5H9NO2S2 in the gas phase. Source: the OMol25 dataset; level of theory: ωB97M-V/def2-TZVPD.

Its HOMO energy is -9.6 eV. The value obtained for the molar mass is 179.3 g mol⁻¹.

```
! RIJCOSX wB97M-V def2-TZVPD def2/J DEFGRID3
* xyz 0 1
C -1.70 1.26 -0.13
C -1.42 -1.06 0.50
C 2.85 0.33 -0.07
C 1.46 0.07 0.48
C 0.40 0.20 -0.62
N -0.95 0.16 -0.08
O -1.47 2.35 -0.52
O -3.47 -1.52 -1.14
S -3.50 0.84 0.62
S -3.28 -1.23 0.27
H -0.96 -1.91 0.00
H -1.24 -1.10 1.58
H 3.59 0.24 0.72
H 3.10 -0.39 -0.85
H 2.92 1.33 -0.48
H 1.24 0.79 1.27
H 1.41 -0.93 0.91
H 0.51 1.17 -1.12
H 0.51 -0.59 -1.36
*
```



*two*
C5H9NO2S2 in the gas phase. Source: the OMol25 dataset; level of theory: ωB97M-V/def2-TZVPD.

Its HOMO energy (alpha / beta) is -8.9 / -7.1 eV. The value obtained for the molar mass is 179.3 g mol⁻¹.

```
! RIJCOSX wB97M-V def2-TZVPD def2/J DEFGRID3
* xyz 0 1
C 2.14 -0.08 -0.63
C -1.82 0.46 -1.08
C -0.49 -0.28 -0.52
C 0.89 0.26 -0.02
C -0.83 -1.31 0.63
N 1.04 1.10 1.00
O 2.24 -0.83 -1.64
O 3.24 0.31 -0.04
S -2.57 1.76 0.08
S -3.13 0.89 1.80
H -1.63 0.84 -2.07
H -2.55 -0.22 -1.46
H -0.23 -0.93 -1.37
H -1.77 -1.76 0.73
H -0.63 -0.89 1.55
H -0.05 -2.12 0.71
H 0.18 1.44 1.50
H 4.02 0.03 -0.54
H 1.95 1.32 1.36
*
```



Which of them is the most stable? Correct choice: *one*.



*one*
A molecular structure, C22H23BrClIN4O8Zr. Source: the OMol25 dataset; level of theory: ωB97M-V/def2-TZVPD.

Its HOMO energy is -13.9 eV. The value obtained for the molar mass is 804.9 g mol⁻¹.

```
! RIJCOSX wB97M-V def2-TZVPD def2/J DEFGRID3
* xyz 2 1
Zr 0.34 0.30 0.87
C 1.47 -2.08 4.56
C 1.20 -2.85 3.30
N 1.67 -4.08 3.20
C 1.42 -4.82 2.12
C 0.66 -4.38 1.05
C 0.37 -5.24 -0.14
O 0.57 -4.48 -1.34
C 0.17 -3.06 1.12
C -0.75 -2.56 0.13
N -0.97 -1.31 -0.11
C -2.05 -1.01 -1.01
C -2.04 -1.47 -2.32
C -3.08 -1.14 -3.17
C -4.14 -0.37 -2.72
C -4.16 0.08 -1.40
C -3.12 -0.24 -0.55
I -3.20 0.33 1.46
C 0.47 -2.29 2.25
O 0.06 -1.00 2.31
H 2.34 -2.50 5.06
H 0.62 -2.17 5.24
H 1.62 -1.02 4.36
H 1.86 -5.81 2.10
H -0.67 -5.59 -0.11
H 1.01 -6.12 -0.12
H 1.03 -5.02 -1.99
H -1.36 -3.29 -0.40
H -1.21 -2.08 -2.65
H -3.07 -1.51 -4.19
H -4.95 -0.12 -3.38
H -5.01 0.65 -1.04
O -0.62 2.76 -5.10
C -0.46 2.25 -3.89
C -1.10 2.74 -2.74
C -0.84 2.12 -1.55
N -0.02 1.06 -1.40
C 0.54 0.58 -2.52
Br 1.56 -0.99 -2.38
C 0.37 1.14 -3.77
H -1.22 3.51 -5.12
H -1.78 3.57 -2.79
H -1.33 2.47 -0.65
H 0.85 0.72 -4.64
O 4.16 0.91 1.19
Cl 3.14 0.07 1.75
O 2.07 0.91 2.38
O 2.29 -0.46 0.54
O 1.95 2.60 0.09
C 2.17 3.57 1.10
N 0.88 4.13 1.53
C 0.89 5.56 1.83
C -0.19 3.41 1.74
O -0.30 2.17 1.55
H 2.75 4.40 0.70
H 2.82 2.23 -0.14
H 2.67 3.14 1.97
H 1.66 5.77 2.58
H -0.07 5.86 2.23
H 1.10 6.12 0.93
H -1.06 3.96 2.09
*
```



*two*
A molecular structure, C22H23BrClIN4O8Zr. Source: the OMol25 dataset; level of theory: ωB97M-V/def2-TZVPD.

Its HOMO energy is -14.3 eV. The value obtained for the molar mass is 804.9 g mol⁻¹.

```
! RIJCOSX wB97M-V def2-TZVPD def2/J DEFGRID3
* xyz 2 1
Zr 0.18 -1.25 -1.52
C 0.96 1.14 -5.35
C 0.03 1.85 -4.42
N -0.36 3.09 -4.71
C -1.19 3.73 -3.89
C -1.71 3.20 -2.73
C -2.65 4.02 -1.87
O -3.87 3.35 -1.59
C -1.31 1.90 -2.39
C -1.87 1.24 -1.22
N -1.51 0.09 -0.75
C -2.29 -0.40 0.35
C -2.53 0.36 1.49
C -3.32 -0.15 2.51
C -3.86 -1.43 2.41
C -3.62 -2.20 1.29
C -2.84 -1.68 0.27
I -2.43 -2.80 -1.45
C -0.43 1.24 -3.25
O -0.02 -0.01 -2.95
H 1.19 1.79 -6.19
H 0.51 0.22 -5.72
H 1.89 0.87 -4.85
H -1.47 4.74 -4.20
H -2.82 4.99 -2.34
H -2.19 4.22 -0.90
H -4.49 3.49 -2.32
H -2.70 1.75 -0.74
H -2.09 1.34 1.57
H -3.51 0.45 3.39
H -4.48 -1.82 3.21
H -4.05 -3.19 1.20
O 4.39 2.02 3.70
C 3.25 1.56 3.18
C 2.13 1.19 3.93
C 1.01 0.73 3.27
N 0.92 0.63 1.93
C 2.00 0.99 1.28
Br 1.88 0.93 -0.66
C 3.18 1.46 1.79
H 4.35 2.10 4.66
H 2.14 1.26 5.01
H 0.13 0.44 3.83
H 4.02 1.75 1.17
O 2.56 -3.17 -3.90
Cl 2.02 -3.17 -2.61
O 2.30 -1.87 -1.89
O 0.51 -3.08 -2.65
O 2.40 -4.25 -1.80
C 2.80 -2.61 1.57
N 1.48 -2.77 2.19
C 1.46 -3.31 3.55
C 0.39 -2.41 1.60
O 0.34 -1.93 0.42
H 3.43 -3.44 1.89
H 3.25 -1.67 1.89
H 2.71 -2.62 0.49
H 2.07 -2.68 4.20
H 1.86 -4.32 3.55
H 0.43 -3.33 3.93
H -0.55 -2.54 2.14
*
```



Which of them is the most stable? Correct choice: *one*.



*one*
A gas-phase ion, C5H14ClN2O2S2 (charge +1). Source: the OMol25 dataset; level of theory: ωB97M-V/def2-TZVPD.

The structure (SMILES) is CCN(C)S(=O)(=O)[N@@H+](CC)SCl. Its HOMO energy is -13.6 eV. The value obtained for the molar mass is 233.8 g mol⁻¹.

```
! RIJCOSX wB97M-V def2-TZVPD def2/J DEFGRID3
* xyz 1 1
C 2.49 1.46 -1.58
C 1.56 0.32 -1.10
N 0.31 0.73 -0.61
C -0.76 1.38 -1.43
S 0.27 1.00 1.02
O -0.56 2.09 1.36
O 1.49 0.77 1.70
N -0.83 -0.50 1.39
C -0.51 -1.66 0.61
C -1.78 -2.45 0.38
S -0.87 -0.91 3.20
Cl -1.53 0.70 3.98
H 2.28 2.23 -0.79
H 3.44 1.01 -1.58
H 1.99 1.80 -2.56
H 2.07 -0.21 -0.27
H 1.40 -0.51 -1.77
H -0.26 2.08 -2.16
H -1.06 0.45 -2.00
H -1.52 1.78 -0.87
H -1.76 -0.13 1.13
H 0.11 -2.20 1.18
H 0.07 -1.37 -0.25
H -1.51 -3.29 -0.11
H -2.14 -2.72 1.44
H -2.40 -1.87 -0.31
*
```



*two*
A gas-phase ion, C5H14ClN2O2S2 (charge +1). Source: the OMol25 dataset; level of theory: ωB97M-V/def2-TZVPD.

The structure (SMILES) is CCNS(=O)(=O)[N@@+](C)(CC)SCl. Its HOMO energy is -13.5 eV. The value obtained for the molar mass is 233.8 g mol⁻¹.

```
! RIJCOSX wB97M-V def2-TZVPD def2/J DEFGRID3
* xyz 1 1
C -1.38 -2.95 -0.34
C -2.16 -1.76 0.26
N -1.20 -1.07 1.13
S -0.80 0.45 1.19
O -1.63 1.24 0.38
O -0.49 0.85 2.57
N 0.96 0.47 0.13
C 0.43 0.09 -1.15
C 1.64 1.79 0.25
C 1.14 2.88 -0.68
S 1.81 -0.90 0.88
Cl 3.71 -0.58 0.99
H -1.31 -3.74 0.33
H -1.94 -3.19 -1.26
H -0.46 -2.51 -0.65
H -2.44 -1.14 -0.54
H -3.10 -1.98 0.74
H -0.78 -1.59 1.82
H 0.03 1.05 -1.69
H 1.16 -0.38 -1.86
H -0.40 -0.59 -1.04
H 1.42 2.09 1.28
H 2.71 1.66 0.00
H 1.63 3.07 -1.64
H 0.05 2.94 -0.93
H 1.41 3.79 -0.16
*
```



Which of them is the most stable? Correct choice: *two*.



*one*
C3H5NS2 in the gas phase. Source: the OMol25 dataset; level of theory: ωB97M-V/def2-TZVPD.

The structure (SMILES) is N/C=C/C(=S)S. Its HOMO energy is -8.2 eV. The value obtained for the molar mass is 119.2 g mol⁻¹.

```
! RIJCOSX wB97M-V def2-TZVPD def2/J DEFGRID3
* xyz 0 1
N 1.68 -0.41 -2.68
C 1.03 -0.57 -1.52
C 0.40 0.39 -0.81
C -0.28 0.11 0.42
S -0.41 -1.36 1.17
S -1.00 1.56 1.12
H 2.14 -1.13 -3.14
H 1.73 0.50 -3.10
H 1.05 -1.60 -1.09
H 0.39 1.41 -1.19
H -1.51 0.98 2.18
*
```



*two*
C3H5NS2 in the gas phase. Source: the OMol25 dataset; level of theory: ωB97M-V/def2-TZVPD.

The structure (SMILES) is C=CS/C=N\S. Its HOMO energy is -8.7 eV. The value obtained for the molar mass is 119.2 g mol⁻¹.

```
! RIJCOSX wB97M-V def2-TZVPD def2/J DEFGRID3
* xyz 0 1
C 0.94 1.53 -1.72
C 0.75 0.41 -1.09
S -0.71 0.00 -0.18
C 0.01 -0.87 1.25
N -0.62 -1.56 2.13
S -2.31 -1.51 2.27
H 0.20 2.31 -1.56
H 1.86 1.58 -2.27
H 1.47 -0.39 -1.24
H 1.11 -0.83 1.18
H -2.69 -0.69 1.23
*
```



Which of them is the most stable? Correct choice: *one*.



*one*
A molecular structure, C2H4INO2S. Source: the OMol25 dataset; level of theory: ωB97M-V/def2-TZVPD.

Its HOMO energy is -8.2 eV. The value obtained for the molar mass is 233.0 g mol⁻¹.

```
! RIJCOSX wB97M-V def2-TZVPD def2/J DEFGRID3
* xyz 0 1
C 0.05 2.35 0.30
C 0.77 -0.33 0.61
N -0.66 -1.25 -1.14
O 0.96 2.89 -0.17
O -0.89 1.86 0.67
S 0.54 -1.11 2.08
I 2.48 -0.84 -0.37
H -1.54 -0.88 -0.89
H -0.78 -1.94 -1.90
H -0.22 -0.47 -1.57
H -0.70 -0.29 2.39
*
```



*two*
3 unconnected molecules or ions with the total composition C2H4INO2S. Source: the OMol25 dataset; level of theory: ωB97M-V/def2-TZVPD.

The structure (SMILES) is [H]/N=C\I.O=C=O.S. Its HOMO energy is -9.9 eV. The value obtained for the molar mass is 233.0 g mol⁻¹.

```
! RIJCOSX wB97M-V def2-TZVPD def2/J DEFGRID3
* xyz 0 1
H 0.94 -1.60 0.44
N 0.88 -1.42 -0.54
C 1.67 -0.57 -1.02
I 3.24 0.42 -0.15
H 1.56 -0.18 -2.07
O -2.15 -1.08 1.30
C -2.20 -1.00 0.15
O -2.39 -0.95 -0.96
S -0.41 2.43 0.42
H 0.39 1.98 1.43
H -1.52 1.96 1.00
*
```



Which of them is the most stable? Correct choice: *two*.



*one*
4 unconnected molecules or ions with the total composition C5H17NO2. Source: the OMol25 dataset; level of theory: ωB97M-V/def2-TZVPD.

Its HOMO energy is -9.3 eV. The value obtained for the molar mass is 123.2 g mol⁻¹.

```
! RIJCOSX wB97M-V def2-TZVPD def2/J DEFGRID3
* xyz 0 1
C 0.49 0.60 1.52
C -0.08 -0.08 0.26
C -1.57 0.13 0.20
C -2.21 -0.84 -0.83
C -2.07 -2.29 -0.44
N 0.52 0.27 -1.02
H -0.07 0.41 2.46
H 1.61 0.46 1.54
H 0.42 1.69 1.31
H 0.19 -1.18 0.45
H -2.00 -0.11 1.30
H -1.80 1.19 0.00
H -3.27 -0.57 -0.94
H -1.69 -0.64 -1.76
H -2.71 -2.68 0.35
H -2.02 -2.90 -1.35
H -1.16 -2.42 0.16
H 0.37 1.26 -1.25
H 1.57 0.38 -0.78
H 2.30 2.78 -1.62
H 2.44 2.06 -0.33
O 1.95 2.83 -0.73
H 3.70 0.55 0.86
H 1.97 -1.23 0.46
O 3.11 0.34 0.17
*
```



*two*
3 unconnected molecules or ions with the total composition C5H17NO2. Source: the OMol25 dataset; level of theory: ωB97M-V/def2-TZVPD.

The structure (SMILES) is CCCCCN.O.O. Its HOMO energy is -9.4 eV. The value obtained for the molar mass is 123.2 g mol⁻¹.

```
! RIJCOSX wB97M-V def2-TZVPD def2/J DEFGRID3
* xyz 0 1
C 0.20 1.03 2.88
C -0.51 1.43 1.58
C -1.20 0.28 0.85
C -1.36 0.32 -0.69
C -0.61 -0.80 -1.38
N -0.59 -0.71 -2.85
H 0.10 1.76 3.67
H 1.24 0.84 2.72
H -0.50 0.31 3.27
H -1.20 2.28 1.68
H 0.26 1.88 0.89
H -2.24 0.14 1.17
H -0.67 -0.65 1.09
H -0.98 1.24 -1.17
H -2.42 0.31 -0.99
H -1.08 -1.78 -1.17
H 0.40 -0.86 -0.99
H -1.54 -0.78 -3.19
H -0.13 0.11 -3.21
O 1.04 -2.58 0.92
H 0.80 -1.72 0.54
H 1.97 -2.77 0.82
O 3.28 0.21 -1.84
H 3.31 -0.17 -2.73
H 2.44 0.68 -1.87
*
```



Which of them is the most stable? Correct choice: *two*.



*one*
2 unconnected molecules or ions with the total composition C3H12N2. Source: the OMol25 dataset; level of theory: ωB97M-V/def2-TZVPD.

The structure (SMILES) is CCN.CN. Its HOMO energy is -9.0 eV. The value obtained for the molar mass is 76.1 g mol⁻¹.

```
! RIJCOSX wB97M-V def2-TZVPD def2/J DEFGRID3
* xyz 0 1
C 1.59 -0.09 -0.75
C 1.96 -1.05 0.37
N 1.93 -0.39 1.69
H 0.71 0.45 -0.55
H 1.43 -0.69 -1.65
H 2.43 0.59 -0.86
H 2.93 -1.50 0.15
H 1.30 -1.92 0.36
H 2.89 -0.23 1.97
H 1.53 -1.00 2.39
C -2.51 0.06 -0.67
N -2.86 1.51 -0.54
H -3.00 -0.38 0.19
H -2.67 -0.28 -1.69
H -1.46 0.06 -0.37
H -3.84 1.70 -0.62
H -2.25 2.04 -1.13
*
```



*two*
2 unconnected molecules or ions with the total composition C3H12N2. Source: the OMol25 dataset; level of theory: ωB97M-V/def2-TZVPD.

The structure (SMILES) is NCN.CC. Its HOMO energy is -8.5 eV. The value obtained for the molar mass is 76.1 g mol⁻¹.

```
! RIJCOSX wB97M-V def2-TZVPD def2/J DEFGRID3
* xyz 0 1
N 3.26 0.00 -3.09
C 4.24 1.01 -3.35
N 5.57 0.57 -2.94
H 3.00 -0.73 -3.72
H 3.21 -0.27 -2.10
H 4.29 1.24 -4.39
H 3.88 2.10 -2.87
H 5.55 0.36 -1.92
H 6.01 -0.16 -3.44
C -4.75 -1.12 3.11
C -5.00 0.11 3.84
H -4.53 -2.09 3.70
H -3.78 -0.88 2.53
H -5.58 -1.36 2.41
H -5.92 -0.09 4.53
H -4.21 0.31 4.67
H -5.23 1.01 3.06
*
```



Which of them is the most stable? Correct choice: *one*.



*one*
A gas-phase ion, C4H14N2O (charge +2). Source: the OMol25 dataset; level of theory: ωB97M-V/def2-TZVPD.

The structure (SMILES) is [NH3+]CC[C@H]([NH3+])CO. Its HOMO energy is -18.7 eV. The value obtained for the molar mass is 106.2 g mol⁻¹.

```
! RIJCOSX wB97M-V def2-TZVPD def2/J DEFGRID3
* xyz 2 1
N 1.95 2.03 -0.75
C 0.48 1.61 -0.49
C 0.45 0.41 0.48
C -0.86 -0.39 0.55
N -0.58 -1.63 1.54
C -1.50 -1.00 -0.68
O -0.55 -1.93 -1.15
H 2.55 1.37 -0.25
H 2.21 2.91 -0.29
H 2.10 2.17 -1.75
H 0.07 2.42 0.10
H -0.04 1.30 -1.38
H 1.00 -0.43 0.02
H 0.82 0.72 1.46
H -1.58 0.13 1.20
H 0.24 -1.31 2.05
H -1.33 -1.89 2.17
H -0.33 -2.38 0.87
H -1.70 -0.13 -1.35
H -2.47 -1.46 -0.51
H -0.93 -2.51 -1.81
*
```



*two*
3 unconnected molecules or ions with the total composition C4H14N2O. Source: the OMol25 dataset; level of theory: ωB97M-V/def2-TZVPD.

Its HOMO energy is -17.6 eV. The value obtained for the molar mass is 106.2 g mol⁻¹.

```
! RIJCOSX wB97M-V def2-TZVPD def2/J DEFGRID3
* xyz 2 1
C 1.03 -0.66 -0.42
C 0.09 -1.15 0.62
C -0.33 0.32 0.93
C 0.08 1.60 1.18
N -2.04 0.14 0.87
N 2.99 0.13 0.21
H 1.57 -1.55 -0.82
H 1.01 0.03 -1.30
H -0.82 -1.66 0.32
H 0.72 -1.97 1.02
H -0.32 2.10 2.09
H 0.59 2.17 0.39
H -2.42 -0.34 1.67
H -2.37 -0.24 0.03
H -2.28 1.06 1.03
H 3.57 0.66 -0.45
H 3.57 0.41 0.92
H 3.24 -0.87 0.12
H -2.02 -0.98 -3.11
H -1.98 0.69 -2.80
O -1.73 -0.26 -2.56
*
```



Which of them is the most stable? Correct choice: *one*.